[1]
The following is a DFT calculation (ωB97M-V/def2-TZVPD) of a cluster of 2 separate species, C4H10N in total at a distorted geometry.

Geometry as XYZ:
```
15
Properties=species:S:1:pos:R:3:forces:R:3
C -0.8329 1.1083 1.2259 3.1216 0.9853 -2.5150
H 0.2979 -0.3234 0.2067 1.7139 -0.6455 -0.0027
H 3.3829 -0.1218 -1.5608 -0.8252 -0.3832 0.9912
C -0.8851 -0.2748 0.5095 -1.3868 1.9838 -1.1516
H -2.5193 -0.2796 -1.0557 -0.7767 0.2358 0.3518
H -1.3146 -1.6469 -1.1685 -0.6186 1.2674 0.4943
H -1.1615 -0.9926 1.2397 0.2137 -1.1556 0.4165
H -1.8168 1.3810 1.5684 -0.4324 0.4032 -0.0952
N 1.5016 -0.2951 -0.6865 4.1601 0.2931 -1.5401
H 3.3086 -0.6039 0.3539 0.2379 0.0405 -0.2639
H -0.1520 1.0242 2.0882 -0.5392 -0.1374 -0.0685
C 2.8229 -0.3692 -0.6005 -5.2213 0.2693 0.6756
H -0.2322 1.9590 0.5326 -2.2805 -2.1229 1.6795
C -1.4940 -0.5509 -0.9203 3.3143 -0.7921 -0.0244
H -0.9056 -0.0142 -1.7326 -0.6809 -0.2416 1.0525
```
Forces are in eV/Å.

ΔE to the lowest compared entry with this formula, charge and spin: 629.1 kJ/mol
LUMO level: -8.33 eV
charge: +1
E: -5787.3373 eV
gap between HOMO and LUMO: 7.4 eV
HOMO: -15.709 eV

---

[2]
The following is a DFT calculation (ωB97M-V/def2-TZVPD) of a cluster of 2 separate species, C4H9NO in total at a distorted geometry.

Geometry as XYZ:
```
15
Properties=species:S:1:pos:R:3:forces:R:3
C -0.8137 2.0414 -0.8434 0.1713 0.3251 0.1208
H 2.4350 -0.4294 -0.9683 0.0632 -0.1925 0.0302
H 1.2047 1.2943 0.4515 -0.1029 0.0556 0.1092
H 2.0251 -1.0810 0.6189 -0.1676 0.2201 -0.1319
H -1.8395 -0.6055 1.5724 -0.0944 -0.0260 -0.4611
O -0.2763 3.0157 -0.3834 -0.1456 -0.0893 -0.0887
H -0.3308 -1.4371 1.6423 0.0320 0.5302 -1.1693
H 1.0641 -1.5555 -0.8144 -0.0033 0.2895 0.0378
N -0.2427 0.7492 -0.9149 0.9818 0.2634 -0.2930
C 1.5970 -0.7346 -0.3283 -0.0050 0.0973 -0.0693
C 0.7953 0.5197 -0.2006 0.2058 0.5083 -0.7321
H -1.6285 -2.1520 0.7393 -0.2782 -0.0983 0.0735
H -1.8170 2.0890 -1.3049 0.1768 -0.0641 0.1576
H -1.0013 -0.6545 -0.1134 -0.3185 -1.7896 3.0170
C -1.1600 -1.1892 0.9337 -0.5152 -0.0296 -0.6007
```
Forces are in eV/Å.

ΔE to the lowest compared entry with this formula, charge and spin: 240.2 kJ/mol
LUMO level: -0.04 eV
E: -7829.8305 eV
gap between HOMO and LUMO: 9.9 eV
structure (SMILES): C/C=N/C=O.C
HOMO: -9.980 eV

---

[3]
The following is a DFT calculation (ωB97M-V/def2-TZVPD) of a structure of composition C5H12N2 at a distorted geometry.

Geometry as XYZ:
```
19
Properties=species:S:1:pos:R:3:forces:R:3
H -4.1796 0.5044 -0.3053 -0.5459 -0.0180 -0.4970
H 2.8424 -1.2182 2.0925 0.7646 -0.1445 0.0961
N -2.5225 0.8687 0.8632 -2.2948 1.0706 -1.8027
H 3.0952 0.3613 1.0741 -0.8341 0.2783 0.1912
H 1.7897 -1.0804 0.7299 -1.1889 1.4185 1.7116
H 3.1606 -2.4233 -0.0698 0.0421 -0.1909 0.4100
C 2.8367 -0.6823 1.1592 -1.5328 -0.6882 -1.0864
H -1.5771 1.7725 -0.8740 -0.3263 -0.0548 0.0448
H 3.1342 -0.8606 -1.9239 -0.4808 -1.0691 -0.6909
H -0.3466 -0.6898 0.4512 -0.2002 -0.0439 -0.5310
C -3.6242 1.2803 0.1897 1.9862 -0.9296 3.1531
C -1.7576 0.7820 -0.4349 2.2189 -1.0051 -1.1655
H -3.9524 2.3040 0.3576 -0.1889 0.1734 -0.3916
N 2.3545 -0.9665 -1.2792 0.8568 1.8667 2.1604
H 0.4141 0.8574 0.1400 -0.5115 0.1751 0.0720
H 0.0866 -0.0920 -1.2440 -0.2793 -0.3841 0.1128
H -2.2979 0.1352 -1.1620 0.1914 0.4536 0.3377
C -0.3178 0.1458 -0.2576 -0.2064 0.6676 0.5906
C 2.7917 -1.3861 -0.0993 2.5299 -1.5756 -2.7150
```
Forces are in eV/Å.

ΔE to the lowest compared entry with this formula, charge and spin: 820.2 kJ/mol
LUMO level (spin up / spin down): -6.78 / -7.56 eV
charge: +1
E: -8344.0674 eV
gap between HOMO and LUMO (spin up / spin down): 4.1 / 3.1 eV
spin multiplicity: 2
HOMO (spin up / spin down): -10.843 / -10.651 eV
⟨S²⟩: 0.760

---

[4]
The following is a DFT calculation (ωB97M-V/def2-TZVPD) of a cluster of 4 separate species, C21H48F4N7O3 in total at a distorted geometry.

Geometry as XYZ:
```
83
Properties=species:S:1:pos:R:3:forces:R:3
H 2.9683 7.0230 -4.4380 0.0141 0.0054 0.0069
C 1.3603 3.3312 0.4437 -0.0508 0.0636 0.0630
H 3.2615 7.1473 -1.9830 0.0045 0.0132 -0.0871
N -0.7555 -2.4384 -1.4076 0.3431 0.2673 0.2567
H 0.9750 2.3752 -2.7153 0.0124 0.1796 -0.0594
H 2.4877 -0.8136 0.8422 -0.0247 -0.0107 -0.0253
H 4.8842 8.4362 -2.7564 -0.0339 -0.0104 -0.0338
H -2.9273 0.4069 6.3613 -0.0236 0.0020 -0.0388
H 2.3942 3.0019 0.5463 0.0041 -0.0448 -0.0242
H -4.3786 -0.1063 3.8567 0.0209 -0.0107 0.0113
H -1.8133 -3.3934 3.5959 -0.0172 -0.0088 0.0256
H 6.5315 8.1309 -2.1767 -0.0145 -0.0189 0.0350
C -5.3120 -2.3014 -0.8014 -0.1498 -0.3550 -0.2491
C 2.0532 0.1846 0.7766 0.1222 -0.1104 -0.1425
C 0.2277 1.1922 -0.3995 -0.1065 0.0768 -0.0978
H 1.3840 4.4062 0.2718 0.0127 -0.0020 -0.0419
C -1.9368 0.0367 6.0838 0.1373 -0.0408 0.0581
H -2.7087 0.0984 3.3142 0.0488 -0.0074 0.0840
H 0.6815 -4.2405 1.1880 -0.0622 0.1995 0.0058
N -1.9833 -2.4441 3.2752 -0.0052 -0.2016 -0.1085
N -4.0631 -2.9141 -0.5039 0.4599 0.4401 -0.3378
C 3.5060 6.0764 -4.5198 -0.0625 0.0029 -0.0388
C 1.4938 -5.2754 -1.3376 -0.3542 -0.1367 -0.3044
H 1.7124 -6.0652 -2.0480 0.1563 -0.1116 -0.1994
C -2.8942 -2.4882 -1.0406 0.5682 -0.8844 0.6511
H 4.5059 6.2835 -4.9001 0.0396 0.0160 0.0460
H -1.2047 -1.9123 3.6553 0.0148 0.0501 -0.0295
C 0.7477 -5.3243 1.1244 -0.2815 0.3195 -0.2662
H -1.6060 0.5268 5.1647 -0.0913 0.0630 -0.0140
H -0.4690 0.8711 -1.1808 0.0547 0.0278 0.0067
F -5.2094 -0.9681 -0.7869 0.0258 0.1407 0.0242
H -4.0204 -2.6290 3.6467 -0.0159 -0.0356 0.0683
H 5.3977 4.5507 -3.2812 0.0141 -0.0102 -0.0880
F -6.5229 -4.0618 0.1454 0.0234 -0.2534 0.1231
H -0.4919 -5.7828 -0.6208 -0.2266 0.0995 -0.1002
N -2.6963 -1.5032 -1.8898 0.1796 0.4196 -0.4163
O -1.9269 -1.3744 5.9533 -0.0178 0.0771 -0.0793
H -0.0235 -4.4569 -2.5802 -0.2294 -0.0215 -0.1454
N -1.7128 -3.0947 -0.7187 -1.5918 0.4504 -0.2410
C -3.2108 -1.9415 3.9100 0.0164 0.2273 -0.0212
H -4.0446 -3.7083 0.1099 -0.1930 -0.0912 0.1523
H 3.0002 5.4663 -5.2681 0.0276 -0.0343 0.0085
H -0.3122 1.1343 0.5543 0.0445 0.0391 0.0405
C -1.3772 -1.4887 -2.0960 -0.0475 -0.6488 0.5290
O 5.2495 6.5863 -1.8726 -0.0228 0.0770 -0.0443
H 5.9800 7.3564 -3.6634 -0.0736 0.0679 -0.0533
C 0.6509 -2.8360 -1.3215 0.0015 -0.1800 -0.9820
C -3.5600 -0.5816 3.3146 -0.0745 -0.0348 -0.1400
F -5.7512 -2.6703 -2.0310 0.1157 0.1651 0.0877
H 1.5603 -3.8602 -2.9663 0.1892 -0.0286 -0.1863
C -3.1110 -1.9475 5.4415 -0.0193 -0.1906 0.0618
H -1.2347 0.2973 6.8743 -0.0076 -0.0417 0.0141
H -0.2710 3.1910 -0.9105 -0.0614 -0.0637 -0.0171
C -6.3722 -2.7261 0.2158 0.0212 0.2076 -0.5271
H -3.0957 -2.9884 5.7748 0.0372 0.0024 0.0174
O 1.2862 0.2439 -0.4184 -0.1791 -0.0822 0.1013
F -5.9267 -2.3995 1.4362 -0.0303 0.0306 0.4825
H 2.5368 4.9507 -2.9983 0.0046 -0.0146 0.1077
H -3.8725 -0.7038 2.2763 0.0088 0.0150 -0.0086
H -1.5731 -3.8707 -0.0919 0.5465 0.0063 0.0789
H -3.9920 -1.4779 5.8967 -0.0083 0.0533 -0.0886
H 0.7436 -6.9252 -0.2461 -0.1272 -0.2992 0.0376
C 0.9109 -4.1222 -2.1409 0.0273 0.1705 0.5137
H 0.8478 3.1538 1.3911 0.0074 -0.0037 0.0029
C 3.8832 6.2420 -1.9875 -0.1154 -0.0966 0.1269
H -0.8232 -0.8204 -2.7242 -0.0032 0.1867 -0.1913
N 4.4454 4.1949 -3.2854 -0.0421 -0.0204 0.1663
H 1.2015 -2.0114 -1.7502 0.0771 0.3349 0.0532
C 3.5395 5.3428 -3.1820 0.1297 0.1488 -0.1862
H 0.0068 -5.7159 1.8109 -0.0209 -0.2326 0.2303
C 5.6695 7.6804 -2.6674 0.1321 -0.0800 0.0614
H 2.8729 0.9034 0.7585 -0.0334 0.0405 0.0897
H 1.7406 -5.5810 1.4642 0.2158 -0.1609 0.2368
H -7.3067 -2.2228 -0.0191 -0.1855 0.0118 0.1492
H 2.2628 2.0764 -1.8027 0.0940 0.1076 -0.0045
H 1.4324 0.3555 1.6594 -0.0199 0.0497 0.0041
N 1.4881 2.7260 -1.9110 -0.2012 -0.3002 0.0599
H 2.4488 -4.9958 -0.9038 0.1547 0.0721 0.2384
H 3.6488 5.6886 -1.0732 0.0431 -0.0159 0.0047
C 0.5419 -5.8616 -0.2876 0.5918 -0.0086 0.2022
H 0.9424 -2.9078 -0.2854 -0.1118 -0.0081 0.2806
H 4.3783 3.6487 -2.4312 -0.0652 -0.0313 -0.0363
C 0.6496 2.6348 -0.7125 0.2600 0.0143 0.0504
```
Forces are in eV/Å.

LUMO level: -2.85 eV
charge: +1
E: -49991.1738 eV
gap between HOMO and LUMO: 7.6 eV
HOMO: -10.436 eV

---

[5]
The following is a DFT calculation (ωB97M-V/def2-TZVPD) of a structure of composition C16H15N5O3S3TeW at a distorted geometry.

Geometry as XYZ:
```
44
Properties=species:S:1:pos:R:3:forces:R:3
N 0.4381 -0.4113 0.7211 0.5829 -1.2509 0.1569
H 0.3915 1.9932 1.8657 -0.0338 0.0806 -0.0679
C -0.7129 0.2585 1.2552 -0.4588 0.4891 0.1689
H -4.9570 1.9536 2.5008 0.0984 0.1074 0.0502
C -1.4179 2.7874 -1.1574 -0.0325 0.2519 0.0523
C -1.6996 2.2423 2.1857 -0.1578 -0.2237 0.0561
H -4.0724 -0.0528 1.4660 -0.1066 -0.0884 -0.0194
S 4.9641 -3.8877 -1.2522 0.7431 -1.0509 0.3280
H 1.4490 0.9002 -3.9288 -0.0942 -0.3438 0.0501
H 1.2435 -5.4813 0.4256 0.0729 -0.1265 0.0146
H -0.3786 0.9126 -1.6727 -0.0535 0.5189 0.0886
H -2.0802 -1.3280 0.7918 -0.0895 -0.0454 -0.0876
O 0.9857 -0.5429 -2.5602 -0.8184 0.0348 -1.4454
C -2.9777 1.6927 2.0558 0.3505 -0.2004 -0.2281
C 0.9607 -3.6701 -0.6529 -0.5435 2.3388 0.5148
H -3.9574 3.2755 2.8826 -0.0924 -0.0816 0.0338
N 3.3232 -1.7406 -1.8358 1.3193 -1.4986 0.3259
H 1.5835 -0.8022 -4.5026 -0.1271 0.1707 0.2147
N 0.5175 -2.4837 1.8198 -0.4984 -3.2829 0.6821
C -0.2981 1.9413 -1.3217 0.1386 -0.2322 -0.1609
C 0.7858 -3.8358 1.7258 -0.2949 2.6914 -0.4440
S 1.9707 -0.3540 1.7783 1.2807 2.7343 1.6135
H -2.4285 2.4838 -1.3609 -0.2471 -0.0259 -0.0081
N 0.6935 -2.2975 -0.5610 -0.3705 -4.4611 1.3822
O 2.7925 -1.0613 0.6844 0.6613 -0.8856 1.1671
C 0.8857 2.5451 -0.9986 0.7689 -0.0298 -0.1384
C 4.0196 -2.6740 -1.5577 -1.1297 1.8460 -0.9096
W 1.8585 -0.6666 -0.9952 -0.0881 2.3462 -2.4083
H 1.1614 -4.0288 -1.6517 0.0883 -0.1100 0.0448
C -3.0926 0.3913 1.5597 -0.0727 0.1876 0.1086
Te 2.8570 1.7200 -1.2776 0.0724 0.9947 -0.5374
C -1.9762 -0.3198 1.1694 0.5217 0.0223 -0.0309
H -0.0314 -0.0587 -4.2787 0.1429 -0.0586 0.1307
C -1.0724 4.0231 -0.7149 0.1702 0.1882 0.0476
S 0.6254 4.1717 -0.4854 -0.2354 -0.4979 -0.1455
C 1.0099 -4.4323 0.4933 -0.1547 -0.3744 -0.2403
C -0.5838 1.5411 1.7850 0.0557 -0.1748 -0.0546
H -1.7090 4.8603 -0.5098 -0.2207 0.1630 0.0458
C 0.9919 -0.1071 -3.8895 0.0735 0.3285 -0.4555
H -1.5848 3.2394 2.5847 0.0265 0.1204 0.0013
O 2.3275 1.0490 1.7303 -0.1075 -0.4283 1.1185
N -4.0959 2.4475 2.3276 -0.3292 0.1500 0.0811
H 0.8585 -4.3486 2.6666 -0.0021 -0.2628 0.1479
C 0.4324 -1.8462 0.6919 -0.8088 -0.0303 -1.2441
```
Forces are in eV/Å.

ΔE to the lowest compared entry with this formula, charge and spin: 169.6 kJ/mol
LUMO level (spin up / spin down): -1.58 / -1.58 eV
E: -72051.0061 eV
gap between HOMO and LUMO (spin up / spin down): 5.1 / 5.1 eV
HOMO (spin up / spin down): -6.681 / -6.657 eV

---

[6]
The following is a DFT calculation (ωB97M-V/def2-TZVPD) of the molecule C5H4N2O at a distorted geometry.

Geometry as XYZ:
```
12
Properties=species:S:1:pos:R:3:forces:R:3
C 1.4154 -0.0727 -0.9011 0.2075 1.5091 1.2447
O 2.3538 -0.7590 -0.7226 1.2969 -2.6404 -1.1549
H -1.7218 -0.2660 -1.9250 1.5409 -0.0135 1.2465
H -1.9499 -1.3479 0.3023 0.8342 0.6164 0.6504
C -0.3671 -0.1487 1.2619 1.6936 2.2506 -3.1946
H 0.5136 1.7239 1.7124 0.7173 0.5043 -0.6244
H -0.7555 -0.1200 2.2020 -0.5911 -0.5106 2.7965
N 1.3865 1.0593 -0.1056 -1.4056 1.9065 1.8938
C 0.6130 0.9887 0.9067 -0.7866 -1.5396 0.9315
N 0.3509 -0.0789 -1.7649 -1.3437 -0.4423 -0.6126
C -0.7918 -0.2858 -1.2359 -0.9343 -1.3431 0.7010
C -1.0470 -0.6929 0.2700 -1.2291 -0.2975 -3.8779
```
Forces are in eV/Å.

ΔE to the lowest compared entry with this formula, charge and spin: 164.5 kJ/mol
LUMO level: -0.21 eV
E: -10275.0574 eV
gap between HOMO and LUMO: 9.6 eV
structure (SMILES): O=c1nccccn1
HOMO: -9.821 eV